Entry 1:
Molecular formula: C26H48BrNO11
Method: DFT, ωB97M-V with the def2-TZVPD basis set

Geometry (Å):
C  -4.34353  0.75423  -1.79001
C  -3.43421  -0.16800  -2.15085
C  -3.14008  -1.31790  -1.24472
C  -4.11791  -2.50241  -1.24497
C  -3.41772  -3.36319  -0.20922
Br  -4.11443  -5.17582  -0.12361
N  -1.99128  -3.27657  -0.53190
C  -1.87117  -2.11172  -1.39528
O  -0.93470  -1.91365  -2.12802
H  -4.99843  1.22547  -2.51016
H  -4.46114  1.02131  -0.74104
H  -2.87027  -0.04286  -3.07229
H  -3.12915  -0.92612  -0.21450
H  -4.02513  -2.96789  -2.23190
H  -5.16175  -2.27443  -1.06079
H  -3.63400  -2.95441  0.77714
H  -1.50585  -3.05211  0.33219
C  -0.10892  -3.23740  -4.97251
C  0.78181  -3.93399  -3.96491
O  1.08726  -5.27670  -4.36940
C  2.07777  -5.57409  -5.22799
C  2.78325  -4.46159  -5.97289
O  2.34914  -6.72716  -5.42064
H  0.37958  -3.14308  -5.94338
H  -0.37504  -2.24219  -4.62016
H  -1.02269  -3.81282  -5.12200
H  1.69606  -3.37520  -3.75823
H  0.25534  -4.03327  -3.01922
H  2.33323  -4.37144  -6.96055
H  3.82590  -4.74554  -6.08969
H  2.74802  -3.49427  -5.47960
C  -4.82783  6.03063  -4.07446
C  -4.14492  5.20390  -3.00478
O  -4.00452  3.83351  -3.38495
C  -2.98896  3.38438  -4.15009
C  -2.06302  4.37239  -4.82226
O  -2.88119  2.20327  -4.32168
H  -4.24555  6.05921  -4.99535
H  -4.97115  7.05432  -3.72811
H  -5.80084  5.60225  -4.31348
H  -3.18066  5.62171  -2.71175
H  -4.76094  5.17672  -2.10758
H  -2.40322  4.51824  -5.84669
H  -1.06799  3.93612  -4.84422
H  -1.99745  5.33902  -4.33041
C  1.77642  -2.41457  0.18298
C  2.25587  -1.40967  1.20368
O  1.72276  -1.66021  2.51272
C  2.28703  -2.52695  3.37444
C  3.40455  -3.42811  2.90644
O  1.85394  -2.58143  4.49460
H  2.09881  -3.42972  0.41829
H  2.15134  -2.15375  -0.80600
H  0.68970  -2.41198  0.14816
H  3.34346  -1.33936  1.24747
H  1.88556  -0.42056  0.93818
H  2.97881  -4.39833  2.65337
H  4.10038  -3.55809  3.73125
H  3.95872  -3.05193  2.05141
C  2.53435  0.10070  5.93207
C  4.02751  0.33081  5.93063
O  4.39503  1.39763  5.04569
C  4.34842  2.69566  5.40037
C  3.70973  3.09130  6.71284
O  4.77077  3.51544  4.63303
H  1.99617  0.97698  6.29915
H  2.27090  -0.75350  6.55300
H  2.19199  -0.09688  4.92127
H  4.42856  0.50027  6.93085
H  4.53816  -0.54514  5.53361
H  2.68192  3.39485  6.51673
H  4.25585  3.94421  7.10703
H  3.70835  2.31099  7.46859
C  1.57981  3.45130  2.71045
C  0.13217  3.55171  2.27322
O  -0.24848  2.47544  1.40775
C  -0.62730  1.27401  1.87550
C  -0.47173  0.95797  3.34176
O  -1.02827  0.45231  1.09344
H  1.76582  2.54824  3.29365
H  1.85529  4.31246  3.31938
H  2.23376  3.41827  1.83974
H  -0.55196  3.62105  3.12012
H  -0.01608  4.44884  1.67476
H  0.45399  0.40618  3.47334
H  -1.29592  0.31459  3.63846
H  -0.46790  1.82807  3.99350

Results
Structure (SMILES): C=C[C@H]1C[C@@H](Br)NC1=O.CCOC(C)=O.CCOC(C)=O.CCOC(C)=O.CCOC(C)=O.CCOC(C)=O
Highest occupied orbital energy, Ha: -0.319
Maximum force, eV/Å: 1.23


Entry 2:
Molecular formula: C26H48Cl2P2W
Method: DFT, ωB97M-V with the def2-TZVPD basis set

Geometry (Å):
W  0.31212  -0.12554  -0.66254
Cl  1.95180  -1.72657  -1.12123
P  2.25080  1.33175  -0.08360
C  3.66381  1.22979  -1.31410
C  1.94836  3.15630  0.12008
C  2.98725  0.63024  1.48465
C  3.23609  1.09091  -2.78548
H  4.14368  0.28529  -1.00130
C  4.67608  2.38177  -1.16441
H  4.32029  3.29196  -1.66822
H  5.60856  2.07167  -1.65699
H  4.92342  2.62613  -0.12527
H  2.93325  0.06734  -3.03092
H  4.09302  1.34784  -3.42563
H  2.40951  1.76592  -3.04642
H  3.24900  -0.39505  1.16936
C  2.02134  0.53811  2.67330
C  4.26497  1.34576  1.95816
H  5.13399  1.15363  1.32066
H  4.51643  0.97779  2.96528
H  4.09685  2.43135  2.02866
H  0.97393  0.73435  2.43539
H  2.33076  1.21404  3.47869
H  2.04241  -0.47215  3.09988
C  1.36649  3.77441  -1.15975
H  2.95775  3.56919  0.27271
C  1.10108  3.47237  1.35952
H  2.07142  3.77869  -1.99924
H  1.07102  4.80900  -0.93971
H  0.46366  3.22849  -1.46140
H  0.19057  2.85753  1.40953
H  0.79942  4.52740  1.29862
H  1.67395  3.34539  2.28758
Cl  -1.17880  1.70885  -0.97157
H  0.52843  0.48606  -2.22248
P  -1.30845  -1.81681  -1.49890
C  -0.91979  -3.49682  -0.78085
C  -3.14417  -1.52943  -1.27141
C  -0.95183  -1.99635  -3.32756
C  -0.37404  -3.51427  0.65723
H  -0.11729  -3.84297  -1.45537
C  -2.12249  -4.44502  -0.88019
H  -2.84963  -4.21555  -0.08957
H  -1.75643  -5.46842  -0.71982
H  -2.62714  -4.42029  -1.85255
H  0.66303  -3.17323  0.71639
H  -0.38961  -4.55738  1.00887
H  -0.97174  -2.89041  1.33418
H  0.09774  -2.34403  -3.31552
C  -1.00399  -0.67674  -4.12722
C  -1.82507  -3.09399  -3.96171
H  -1.53629  -4.09678  -3.62385
H  -1.69063  -3.06790  -5.05241
H  -2.89397  -2.93441  -3.75024
H  -1.03892  0.22479  -3.49896
H  -1.87390  -0.66618  -4.79897
H  -0.09683  -0.60002  -4.74438
C  -3.49435  -1.32973  0.20450
H  -3.61203  -2.45914  -1.62612
C  -3.67021  -0.35792  -2.10619
H  -3.49028  -2.25264  0.79452
H  -4.49652  -0.89435  0.30005
H  -2.78843  -0.64349  0.67692
H  -3.06646  0.53694  -1.90231
H  -4.70606  -0.15086  -1.79902
H  -3.66325  -0.56499  -3.18307
C  -0.51995  -0.46898  1.08395
C  -1.04694  -0.49333  2.25160
C  -1.68502  0.03551  3.38168
C  -1.05403  0.00732  4.65325
C  -1.62734  0.71628  5.70423
C  -2.82939  1.41910  5.52122
C  -3.46669  1.42907  4.26971
C  -2.90142  0.74770  3.19613
H  -0.11635  -0.55353  4.75299
H  -1.13335  0.71262  6.67791
H  -3.27796  1.95268  6.34814
H  -4.40746  1.95984  4.11735
H  -3.34778  0.76408  2.19356

Results
2S+1: 3
ΔE to the lowest compared entry with this formula, charge and spin, kJ/mol: 0.0
Highest occupied orbital energy (alpha / beta), Ha: -0.261 / -0.297
Maximum force, eV/Å: 6.63


Entry 3:
Molecular formula: C26H48IrOP2
Method: DFT, ωB97M-V with the def2-TZVPD basis set

Geometry (Å):
Ir  0.01705  0.89067  -3.85923
C  -0.85859  -1.74590  0.76844
C  0.43332  -2.07260  0.26395
C  0.69359  -0.56509  1.97167
C  -0.69643  -0.76121  1.77697
C  1.39228  -1.35547  1.02673
C  -2.15091  -2.33593  0.36019
H  -2.05996  -2.95645  -0.54018
H  -2.92752  -1.57446  0.19477
H  -2.52560  -2.99717  1.16203
C  -1.76907  -0.09115  2.53097
H  -2.73042  -0.58819  2.36512
H  -1.86686  0.96804  2.25041
H  -1.55000  -0.11019  3.60630
C  1.30369  0.29640  2.99567
H  0.80601  0.15583  3.96452
H  1.20997  1.35990  2.73675
H  2.36637  0.05674  3.11765
C  2.86260  -1.44069  0.90264
H  3.29654  -1.93565  1.78543
H  3.31742  -0.44221  0.84034
H  3.15972  -2.02194  0.02307
C  0.75076  -2.94972  -0.88853
H  1.60895  -3.60645  -0.65343
H  1.04766  -2.35338  -1.77440
H  -0.09990  -3.58681  -1.17138
C  -1.23944  2.38953  -5.17731
C  -1.48275  0.86899  -5.09992
C  -1.17649  0.02303  -6.32640
C  0.26063  -0.53816  -6.34570
C  1.13949  0.01693  -5.24521
C  1.44552  1.44553  -5.17865
C  1.05882  2.38062  -6.30352
C  -0.40570  2.85105  -6.38503
H  -1.38939  0.59941  -7.23572
H  0.69981  -0.34380  -7.33159
H  -1.87993  -0.81716  -6.34203
H  -0.87528  2.54499  -7.32875
H  -2.25197  2.81248  -5.21834
H  -2.47893  0.68167  -4.67679
H  -0.41782  3.94771  -6.40072
H  1.68786  3.27599  -6.20081
H  2.40161  1.69317  -4.70336
H  1.34206  1.94003  -7.26791
H  0.25046  -1.63363  -6.23160
H  1.93436  -0.63884  -4.87569
P  -1.30335  -0.68898  -2.43846
C  -2.87737  0.13746  -1.99541
C  -2.04955  -2.01930  -3.48523
P  1.44220  0.87523  -1.89904
C  -0.65393  2.81115  -3.85229
C  2.91350  -0.13229  -2.48417
C  2.32294  2.47393  -1.84376
H  -2.72295  0.78712  -1.12522
H  -3.66117  -0.60292  -1.77356
H  -3.17491  0.75632  -2.85094
H  -1.84405  -1.74930  -4.52987
H  -3.13095  -2.05052  -3.28651
H  -1.60347  -3.00383  -3.25163
H  2.41262  2.86854  -2.86278
H  3.32276  2.28274  -1.42954
H  1.77544  3.17470  -1.20570
H  -1.36151  2.96963  -3.03326
H  0.12046  3.57848  -3.88404
H  3.58293  -0.31397  -1.63266
H  3.45832  0.44512  -3.24678
H  2.62024  -1.09402  -2.92659
C  -2.09411  3.09263  -0.14760
C  -0.61157  2.81612  -0.35882
C  0.18928  3.09094  0.89157
O  -0.35953  1.50102  -0.80939
H  -2.56024  2.34302  0.50200
H  -2.64024  3.11910  -1.09524
H  -2.20142  4.08031  0.32338
H  -0.30160  3.55521  -1.11707
H  -0.24870  2.55325  1.73652
H  1.22654  2.77122  0.79078
H  0.17152  4.16022  1.12845

Results
2S+1: 5
ΔE to the lowest compared entry with this formula, charge and spin, kJ/mol: 281.9
Highest occupied orbital energy (alpha / beta), Ha: -0.367 / -0.340
Total charge: +1
Maximum force, eV/Å: 7.90